Here is C27H28AuBN3O11S4 as an isolated structure at a distorted geometry from OMol25. Energies are from wB97M-V/def2-TZVPD.

Results
HOMO-LUMO gap: 7.405 eV
total charge: -1
energy relative to the best compared isomer or geometry (same formula, charge and spin): 29.7 kcal/mol
E: -3791.1016 Ha

```
75
Properties=species:S:1:pos:R:3:forces:R:3
Au 1.53706 0.16121 1.40844 1.305 1.127 0.699
O 4.14634 -3.55775 2.41582 -0.142 -0.177 -0.366
S 3.67752 -2.38044 1.70979 0.126 -0.336 1.781
O 4.74049 -1.70257 0.93594 0.096 -0.309 0.354
O 2.93127 -1.48603 2.59653 0.491 -0.629 -0.570
C 2.69443 -2.91021 0.33381 0.459 0.364 -0.407
C 1.99664 -4.09837 0.26221 -0.045 -0.036 0.140
C 1.42478 -4.47875 -0.93982 0.048 0.286 -0.166
C 1.55812 -3.66314 -2.05961 -0.066 -0.286 0.154
C 2.27654 -2.48329 -1.99629 0.174 0.325 -0.083
C 2.86661 -2.11581 -0.79723 -0.322 -0.357 0.428
S 3.84374 -0.61681 -0.63747 -0.314 1.696 -1.355
O 3.05090 0.14043 -1.92507 0.526 -0.383 -0.016
O 5.14378 -0.57828 -1.21604 -0.065 -0.364 0.287
O 3.42699 0.32491 0.40289 0.485 -0.224 -0.318
H 1.91018 -4.72150 1.13801 -0.008 0.012 0.036
H 0.87591 -5.40763 -1.00546 -0.027 -0.023 0.007
H 1.10339 -3.96114 -2.99461 0.007 0.038 -0.042
H 2.39178 -1.85190 -2.86278 -0.042 -0.074 -0.043
C -2.89621 5.38912 -4.29165 0.122 -0.090 -0.036
C -1.54324 4.94751 -4.86600 0.030 0.088 -0.116
C -1.70020 4.56771 -6.34686 -0.055 0.049 0.094
C -0.60168 6.15434 -4.78826 -0.034 -0.124 0.059
C -0.99403 3.73694 -4.11119 -0.054 0.018 0.045
C -1.83932 2.67619 -3.78469 0.002 0.041 -0.028
C -1.38762 1.52815 -3.14045 0.098 -0.216 0.102
C -0.04531 1.44998 -2.85200 0.108 0.415 -0.242
O 0.67071 0.42996 -2.30665 0.040 -0.271 0.139
B 1.99307 0.87170 -2.26228 -0.542 0.299 -0.033
O 2.08517 2.16778 -2.79993 0.247 0.018 0.093
C 0.81305 2.50092 -3.16709 -0.404 -0.237 -0.021
C 0.36332 3.64460 -3.78818 0.194 -0.034 0.076
H -3.23218 6.29757 -4.79422 -0.037 0.020 -0.010
H -2.79897 5.59321 -3.22532 -0.052 0.041 0.037
H -3.66463 4.62961 -4.42403 -0.044 -0.008 0.001
H -2.02051 5.43628 -6.92682 -0.033 0.001 -0.049
H -2.43690 3.77419 -6.47450 -0.018 -0.039 0.004
H -0.74910 4.21405 -6.74646 0.014 0.002 -0.039
H -1.06661 7.00757 -5.28350 -0.002 0.031 -0.015
H 0.34757 5.96048 -5.28624 0.047 0.016 -0.015
H -0.40294 6.42517 -3.75110 0.045 0.042 0.031
H -2.88723 2.72318 -4.04824 -0.019 0.051 0.039
H -2.05915 0.72459 -2.87265 -0.016 -0.044 -0.039
H 1.06562 4.43140 -4.01766 0.015 0.038 0.001
S -0.13797 -3.02648 2.59935 0.140 -0.115 0.145
C 0.67337 -2.99379 4.08545 -0.908 -0.678 -0.782
N 0.15519 -2.30730 5.10611 0.370 0.382 0.540
C 0.79451 -2.16594 6.40547 -0.018 -0.002 0.106
C 1.71391 -3.34611 6.66804 0.053 0.081 -0.122
C 2.60336 -3.52346 5.45013 -0.066 -0.097 -0.025
N 1.73857 -3.79412 4.30826 0.427 0.252 0.441
H -0.50861 -1.57589 4.87217 -0.059 -0.153 -0.256
H 0.00481 -2.11198 7.15874 0.053 0.037 0.010
H 1.35960 -1.22826 6.44477 0.004 -0.020 0.026
H 1.11939 -4.25317 6.79865 0.022 -0.010 0.076
H 2.30512 -3.17823 7.56863 -0.016 0.024 0.006
H 3.27851 -4.37210 5.55714 0.027 0.048 0.046
H 3.20003 -2.62539 5.25687 0.061 -0.023 0.082
H 2.25289 -4.08241 3.49106 -0.177 0.047 -0.231
O -0.25320 -0.77185 0.12174 -2.209 -0.489 -0.094
C -0.98577 -0.39927 1.05391 2.563 0.101 -0.694
N -0.39953 0.31878 2.05944 -2.106 -0.110 0.164
S -1.50966 0.74800 3.19243 1.038 0.533 0.547
O -1.68082 2.17524 3.25191 -0.310 -0.057 -0.342
O -1.24488 0.15415 4.48855 -0.134 -0.320 -0.245
C -2.87502 -0.06639 2.41060 0.574 -0.287 -0.694
C -4.17700 -0.20561 2.82878 -0.175 0.127 0.260
C -5.04494 -0.93198 2.02387 0.280 -0.066 -0.225
C -4.58165 -1.51681 0.84240 -0.486 0.009 0.216
C -3.26705 -1.39163 0.44384 0.734 0.280 0.041
C -2.39627 -0.64485 1.23481 -1.975 -0.241 0.457
H -4.50352 0.22952 3.76437 -0.034 0.026 -0.023
H -6.07942 -1.05686 2.31282 -0.012 0.001 0.034
H -5.27619 -2.08632 0.23796 0.027 -0.027 -0.023
H -2.88687 -1.86465 -0.45137 -0.028 -0.009 -0.040
```
Positions in Å, forces in eV/Å.



Here is one molecule with the formula C2H2N2S at a distorted geometry from OMol25. Energies are from wB97M-V/def2-TZVPD.

Results
HOMO-LUMO gap: 9.598 eV
structure (SMILES): N#C/C=N\S
energy relative to the best compared isomer or geometry (same formula, charge and spin): 33.7 kcal/mol
E: -585.0472 Ha

```
7
Properties=species:S:1:pos:R:3:forces:R:3
C 0.52840 1.16175 -0.01249 0.792 -1.950 0.155
C 1.43216 0.00635 0.02456 0.431 0.739 -0.241
H -2.60509 -0.28696 0.45720 2.196 -0.413 -0.986
H 0.90386 2.13575 0.02641 0.741 1.305 -0.064
N -0.71019 0.97658 -0.01244 -1.336 0.449 0.163
N 2.14777 -0.89351 0.01443 -0.134 0.043 0.066
S -1.25782 -0.58993 -0.03562 -2.688 -0.173 0.907
```
Positions in Å, forces in eV/Å.



Here is one molecule with the formula C8H16N2O3 at a distorted geometry from OMol25. Energies are from wB97M-V/def2-TZVPD.

Results
HOMO-LUMO gap: 9.745 eV
structure (SMILES): CC(C)C[C@H](N)C(=O)NCC(=O)O
energy relative to the best compared isomer or geometry (same formula, charge and spin): 125.1 kcal/mol
E: -649.5195 Ha

```
29
Properties=species:S:1:pos:R:3:forces:R:3
C -0.61408 -0.06481 0.33842 -2.957 -4.148 -0.375
C 0.34589 0.98792 0.08631 -2.115 1.420 0.525
C -1.40276 -0.41022 -0.98812 -1.658 -0.352 3.517
C -0.43304 -0.71320 -2.06170 -0.565 3.098 -3.630
C 0.41810 -1.86949 -1.75793 3.678 -2.730 -0.894
C -1.28677 -0.63699 -3.46626 0.677 -0.826 -0.357
C 1.02626 0.34903 2.36292 -0.060 0.529 -1.473
C 1.93223 1.02544 3.25206 4.851 -0.983 4.729
H -1.97746 1.05045 1.32585 -0.136 0.549 0.225
H -2.01586 -0.36978 1.92710 -1.681 -2.742 0.543
H -0.20724 -1.02658 0.61187 0.767 -0.133 0.145
H -1.83309 0.54206 -1.30922 -0.899 -0.449 0.367
H -2.18361 -1.28649 -0.60869 1.660 2.163 -1.629
H 0.16605 0.29510 -2.17260 -0.688 -2.449 0.426
H 1.45230 -1.93584 -2.44829 -2.972 0.045 1.417
H -0.06632 -2.96130 -1.73082 0.800 2.490 -0.138
H 0.88747 -1.66113 -0.76272 -0.387 -0.650 -0.716
H -2.10050 0.21054 -3.37370 1.429 -2.041 -0.102
H -1.72669 -1.76567 -3.50521 0.578 2.888 -0.770
H -0.61278 -0.27642 -4.45636 -1.719 -1.558 2.755
H 1.25851 2.20751 1.34599 0.181 -2.126 -0.586
H 1.59864 -0.49787 2.05166 -0.231 -1.414 0.554
H -0.11405 0.24054 2.54935 1.774 -0.091 0.734
H 2.85284 2.57794 3.73869 -1.331 -0.394 -1.955
N -1.39204 0.27381 1.59775 0.588 3.057 -3.077
N 1.08972 1.16644 1.16840 1.019 4.421 -0.767
O 0.07924 1.76933 -0.83006 1.689 0.587 0.794
O 2.63078 0.43808 4.16246 -3.253 2.481 -3.349
O 2.22827 2.34158 2.95284 0.959 -0.642 3.086
```
Positions in Å, forces in eV/Å.



Here is a 5-piece molecular cluster, C5H20NO6 overall at a distorted geometry from OMol25. Energies are from wB97M-V/def2-TZVPD.

Results
HOMO-LUMO gap: 10.521 eV
total charge: +1
energy relative to the best compared isomer or geometry (same formula, charge and spin): 21.4 kcal/mol
E: -708.4799 Ha

```
32
Properties=species:S:1:pos:R:3:forces:R:3
C -1.08376 0.80689 -3.02807 -1.449 -0.675 -0.501
C -0.74323 1.06964 -1.58736 2.322 -0.855 0.177
C -1.34699 0.13649 -0.55967 -1.740 0.300 0.790
C -0.99663 0.59310 0.88297 -0.912 -1.235 -1.262
C -1.73846 -0.21135 1.92784 0.992 1.688 2.920
O -2.62831 0.59604 2.60620 -0.685 -0.701 -1.661
O -1.37662 -1.22543 2.47162 -0.205 -0.544 -1.584
N 0.82790 0.91720 -1.40876 -0.187 0.286 -1.392
H -1.41681 -0.22444 -3.21338 0.402 0.059 0.301
H -0.29449 1.01027 -3.74024 0.180 0.340 -0.042
H -1.97596 1.38351 -3.31072 0.403 0.149 0.072
H -0.81938 2.13931 -1.34741 -0.624 -0.430 0.141
H -1.12275 -0.93947 -0.55746 0.517 0.268 -1.030
H -2.43478 0.16484 -0.76889 0.287 0.159 0.395
H 0.03080 0.24658 0.99165 0.121 0.848 0.420
H -1.22619 1.65585 0.98556 0.533 -0.276 0.401
H -3.29385 -0.01902 2.94739 0.049 0.208 0.659
H 1.25886 0.07759 -0.99131 -0.584 0.167 0.527
H 1.30822 0.93948 -2.31444 -0.323 0.448 0.009
H 1.13577 1.72459 -0.87180 0.291 -0.168 0.181
H 3.33438 -0.07188 0.52874 0.192 -0.135 0.100
H 1.97729 -0.74330 0.94614 0.590 0.121 -0.049
O 2.38603 -0.03243 0.39500 -0.289 0.038 0.293
H 0.96451 -2.72673 2.00723 0.099 0.223 0.270
H 2.52223 -2.77729 1.82664 0.130 -0.270 0.259
O 1.73239 -2.27336 1.62754 -0.326 -0.052 -0.017
H 0.91289 -2.94367 0.10594 0.124 -0.545 -0.060
H 0.02209 -4.09894 -0.53657 0.274 -0.491 0.128
O 0.14653 -3.16189 -0.43290 -0.521 1.056 -0.432
H 1.49494 1.93569 1.23454 -0.013 -0.051 0.406
H 1.52756 3.39837 1.65064 -0.314 -0.139 0.107
O 0.91580 2.65376 1.53338 0.662 0.209 -0.527
```
Positions in Å, forces in eV/Å.



Here is a 2-piece molecular cluster, C4H11N3O overall from OMol25. Energies are from wB97M-V/def2-TZVPD.

Results
HOMO-LUMO gap: 9.907 eV
structure (SMILES): NC(N)=O.C=CCN
energy relative to the best compared isomer or geometry (same formula, charge and spin): 20.4 kcal/mol
E: -398.5216 Ha

```
19
Properties=species:S:1:pos:R:3:forces:R:3
C 1.85405 0.05386 -0.37506 0.304 -0.128 -0.133
N 1.57907 1.17671 -1.24994 -0.057 0.036 -0.025
C 1.07246 -0.04709 0.90504 0.337 0.103 -0.036
C 0.34467 0.90662 1.45666 0.043 0.090 0.154
H 1.51734 2.03375 -0.71713 -0.027 0.118 -0.095
H 0.70079 1.02359 -1.72995 0.052 0.063 0.017
H 1.69720 -0.86079 -0.95519 0.110 0.121 0.142
H 2.92103 0.09098 -0.10991 -0.117 -0.133 -0.003
H 1.18082 -0.99702 1.40898 -0.052 -0.148 0.168
H 0.21685 1.87784 1.00418 0.008 0.137 -0.168
H -0.15764 0.76438 2.39979 -0.056 -0.102 0.168
C -1.30449 -0.94818 -0.63103 -0.573 0.325 0.321
N -1.85556 0.30746 -0.69069 -0.334 0.044 -0.200
N -1.64785 -1.65576 0.48649 -0.099 -0.313 0.228
O -0.58982 -1.39489 -1.49735 0.395 -0.208 -0.506
H -2.19067 0.74706 0.14793 0.099 0.025 -0.011
H -1.50050 0.91701 -1.40759 -0.021 -0.086 0.080
H -2.40298 -1.35715 1.07638 -0.025 -0.009 -0.046
H -1.43482 -2.63830 0.47845 0.012 0.065 -0.056
```
Positions in Å, forces in eV/Å.



Here is a 2-piece molecular cluster, CH6NS overall at a distorted geometry from OMol25. Energies are from wB97M-V/def2-TZVPD.

Results
HOMO-LUMO gap: 7.712 eV
total charge: +1
energy relative to the best compared isomer or geometry (same formula, charge and spin): 63.0 kcal/mol
E: -494.2555 Ha

```
9
Properties=species:S:1:pos:R:3:forces:R:3
C 0.14383 -0.18331 0.86235 -0.848 4.170 -2.242
N 0.39616 -0.84311 -0.43461 2.244 -0.198 0.620
S -1.51338 1.62719 -0.06390 2.278 -1.994 0.835
H -0.70812 -0.55273 1.29552 -1.427 -1.247 1.568
H 0.80274 0.56514 1.33126 0.068 -1.081 -0.427
H 0.69575 -1.84948 -0.36586 -0.528 0.939 -0.189
H 1.01403 -0.35065 -1.08385 1.075 0.067 0.666
H -0.40486 -0.66094 -0.96635 -2.604 -0.716 -0.897
H -0.42614 2.24790 -0.57454 -0.258 0.061 0.066
```
Positions in Å, forces in eV/Å.



Here is one molecule with the formula C2H8NO2PS from OMol25. Energies are from wB97M-V/def2-TZVPD.

Results
HOMO-LUMO gap: 9.663 eV
structure (SMILES): CCNP(O)(O)=S
energy relative to the best compared isomer or geometry (same formula, charge and spin): 0.0 kcal/mol
E: -1025.8892 Ha

```
15
Properties=species:S:1:pos:R:3:forces:R:3
C -0.51790 1.74118 -0.21965 0.207 -0.194 0.089
C 0.16658 0.54974 0.43268 0.094 0.392 0.024
N -0.37583 -0.68762 -0.10813 0.105 -0.683 0.264
O 1.71438 -1.85267 -0.84917 -0.113 0.224 -0.083
O -0.46207 -3.11771 -0.60545 -0.117 0.270 -0.066
P 0.49142 -2.08290 0.15441 0.096 -0.226 0.304
S 1.06791 -2.66762 1.93294 -0.302 0.331 -0.799
H -1.57545 1.75824 0.03424 -0.126 0.052 0.010
H -0.06261 2.66566 0.12355 -0.019 0.142 0.038
H -0.42057 1.67760 -1.29978 -0.010 0.037 -0.109
H 1.23464 0.55547 0.20037 -0.064 0.082 0.083
H 0.05583 0.59808 1.52398 0.092 -0.044 -0.109
H -1.36061 -0.80774 0.09076 -0.038 -0.052 -0.051
H 2.55081 -2.15343 -0.48714 0.132 -0.132 0.197
H -0.49397 -3.97188 -0.17021 0.063 -0.200 0.208
```
Positions in Å, forces in eV/Å.



Here is a 2-piece molecular cluster, C20H20ClFINO6 overall from OMol25. Energies are from wB97M-V/def2-TZVPD.

Results
HOMO-LUMO gap: 8.132 eV
structure (SMILES): CC[C@@H](F)c1c(Cl)cc2c(c1[C@H](I)CC)C(=O)C(ON=O)=CC2=O.O=C1CCCO1
E: -2137.9550 Ha

```
50
Properties=species:S:1:pos:R:3:forces:R:3
C 0.91902 -2.14463 -0.87862 -0.005 0.091 0.110
C 0.14683 -0.83135 -0.78737 0.216 -0.006 -0.002
C 0.07355 -0.24549 0.63579 -0.278 -0.094 -0.107
F 0.93735 -0.90233 1.51302 0.042 0.018 -0.018
C 0.34150 1.23670 0.71560 -0.092 0.130 0.017
C 1.58938 1.73914 0.35701 0.123 0.122 0.080
Cl 2.88092 0.68446 -0.10424 0.037 -0.055 -0.073
C 1.88599 3.09145 0.38268 -0.186 -0.059 -0.007
C 0.90499 3.97459 0.78337 -0.093 -0.123 -0.034
C -0.36918 3.51636 1.14137 0.167 -0.240 0.044
C -0.65634 2.13617 1.13906 0.066 0.216 -0.163
C -2.03166 1.68174 1.57516 0.076 0.091 -0.231
I -1.94372 0.53607 3.40131 -0.031 0.020 0.108
C -2.88217 0.99372 0.49714 -0.235 0.034 -0.033
C -4.34659 1.44108 0.55789 0.042 0.046 0.242
C -1.36130 4.57807 1.49733 0.158 -0.015 -0.092
O -2.54086 4.52606 1.24963 -0.124 -0.007 0.137
C -0.77695 5.80654 2.14793 -0.042 -0.164 -0.005
O -1.59808 6.46998 3.01038 0.095 0.229 -0.521
N -1.12821 6.32787 4.44413 -0.159 0.035 0.537
O -1.23508 5.25576 4.82035 0.188 -0.067 -0.091
C 0.44751 6.22455 1.82106 -0.183 -0.062 0.216
C 1.23352 5.43331 0.84935 -0.065 0.047 -0.018
O 2.09188 5.93215 0.16052 0.166 -0.039 0.131
H 1.99126 -1.97906 -0.78140 -0.013 -0.003 -0.023
H 0.62982 -2.82728 -0.08036 -0.080 -0.067 -0.059
H 0.71971 -2.62138 -1.83463 0.046 -0.048 -0.015
H -0.87499 -1.01441 -1.12149 -0.070 0.127 -0.007
H 0.58126 -0.09935 -1.46977 -0.021 -0.045 -0.052
H -0.92908 -0.43216 1.00365 0.135 -0.124 0.222
H 2.86754 3.43950 0.09729 -0.002 0.084 0.001
H -2.57659 2.55222 1.89962 -0.041 0.016 0.054
H -2.47065 1.26365 -0.47777 0.065 -0.085 -0.038
H -2.83439 -0.09107 0.58038 0.096 -0.017 -0.004
H -4.49861 2.34933 -0.02198 -0.032 0.017 -0.020
H -4.64078 1.66796 1.58490 0.002 -0.088 0.032
H -5.02076 0.66616 0.19933 0.006 0.017 -0.149
H 0.86467 7.13628 2.22626 0.012 0.095 -0.167
O 0.22325 -5.06156 -4.10080 -0.031 0.016 0.019
C 1.04305 -5.61506 -3.43157 0.008 -0.019 -0.117
O 1.54981 -5.05923 -2.30425 0.039 -0.022 0.048
C 2.58089 -5.89295 -1.75020 0.038 -0.058 0.026
C 2.30442 -7.28848 -2.29987 -0.055 0.000 -0.083
C 1.68762 -6.96974 -3.66100 0.018 -0.051 0.289
H 3.54789 -5.50305 -2.07512 0.008 -0.015 -0.011
H 2.52163 -5.83315 -0.66638 -0.036 0.064 -0.004
H 3.19557 -7.91064 -2.34454 0.026 0.039 -0.022
H 1.56976 -7.79284 -1.67113 0.011 -0.004 0.014
H 2.44218 -6.85599 -4.44103 -0.016 -0.013 -0.042
H 0.94324 -7.68966 -3.98799 0.003 0.036 -0.121
```
Positions in Å, forces in eV/Å.



What is the formula in the fifth record?
C4H11N3O



What is the E in the eighth record?
-2137.9550 Ha



Number 4 is which compound?
C5H20NO6